Entry 1:
Here is C4H5N3 in the gas phase from the Open Molecules 2025 dataset. Energies are from ωB97M-V/def2-TZVPD.

Structure (XYZ):
```
12
Properties=species:S:1:pos:R:3:forces:R:3
N -0.55213 -1.89691 1.13887 -0.134 -0.155 -0.005
C -0.31414 -0.79811 0.38246 0.013 0.003 -0.008
N -0.98327 0.31805 0.70995 0.219 0.031 -0.140
C -0.52979 1.43622 0.15526 0.060 0.021 0.023
C 0.55643 1.45929 -0.71343 -0.018 -0.116 0.063
C 1.01235 0.21550 -1.12858 0.065 -0.018 0.015
N 0.58477 -0.92833 -0.60704 -0.050 0.244 0.135
H -0.17243 -2.77462 0.83039 -0.067 0.049 0.025
H -1.31314 -1.87765 1.79689 0.086 0.003 -0.137
H -1.07651 2.34196 0.41200 0.174 -0.057 0.013
H 1.03950 2.36611 -1.04907 -0.314 0.034 -0.146
H 1.74835 0.13849 -1.92769 -0.035 -0.039 0.162
```
Forces are in eV/Å.

The relative energy (zero: lowest compared OMol25 entry of this formula, charge and spin) is 1.99 kcal per mole. As for the structure (SMILES): Nc1ncccn1. The LUMO energy is 1.08 eV. The total energy is -319.709037 a.u. Its HOMO energy is -0.32184 Eh.

---

Entry 2:
Here is CH5AuO2 as an isolated structure in a non-equilibrium geometry from the Open Molecules 2025 dataset. Energies are from ωB97M-V/def2-TZVPD.

Structure (XYZ):
```
9
Properties=species:S:1:pos:R:3:forces:R:3
O -1.47568 -0.42964 -1.79213 2.575 1.286 3.145
Au -1.07111 -1.57013 0.88724 -3.082 -5.604 -0.204
H -2.07362 0.22391 -2.16355 -0.320 0.246 -0.034
C 1.13485 0.33847 0.82725 1.363 -0.460 0.529
H 1.40695 0.73882 -0.16653 -0.485 0.032 0.075
H 1.38037 1.11274 1.57585 -0.467 -0.014 -0.233
H 1.79825 -0.52483 1.02062 -0.420 0.069 -0.122
O -0.21522 -0.00418 0.90305 3.048 5.839 -0.080
H -0.88479 0.11484 -1.09179 -2.212 -1.394 -3.077
```
Forces are in eV/Å.

The charge is +1. The LUMO energy (spin up / spin down) is -3.70 / -9.36 eV. The total energy is -326.715402 a.u. As for the spin multiplicity: 4. Its HOMO energy (spin up / spin down) is -0.50118 / -0.59689 Eh.

---

Entry 3:
Here is a 2-piece molecular cluster, C5H11NO overall in a non-equilibrium geometry from the Open Molecules 2025 dataset. Energies are from ωB97M-V/def2-TZVPD.

Structure (XYZ):
```
18
Properties=species:S:1:pos:R:3:forces:R:3
C -0.19316 0.51540 1.68025 0.538 -2.337 -0.689
O 0.26283 -0.19946 2.89013 0.212 1.436 -0.644
C -1.45033 -0.22313 1.14186 -0.691 1.451 1.703
C -2.60442 0.46848 0.99340 1.245 -0.368 -0.150
H 0.65447 0.43248 0.96008 -0.635 0.190 0.196
H -0.42714 1.55344 1.84409 -0.084 0.406 0.328
H 1.11383 0.22770 3.14917 -0.996 -0.570 -0.274
H -1.46032 -1.30827 1.25422 0.201 0.203 -0.429
H -3.57944 0.02298 0.81209 0.300 -0.118 -0.125
H -2.57810 1.56150 1.03917 -0.072 -0.321 0.050
C 1.95935 0.41180 -1.90081 1.218 -1.662 1.291
C 0.50779 -1.45247 -2.05708 1.379 0.694 1.262
N 1.62170 -1.04702 -1.53410 -1.570 1.254 -1.809
H 2.30377 0.88701 -0.95486 -0.097 -0.287 -0.679
H 1.09677 0.93559 -2.22824 -0.840 0.488 -0.562
H 2.79023 0.48302 -2.64351 -0.688 -0.287 0.575
H 0.14086 -2.43467 -1.75335 0.145 0.036 -0.283
H -0.15867 -0.83438 -2.69252 0.436 -0.209 0.238
```
Forces are in eV/Å.

The relative energy (zero: lowest compared OMol25 entry of this formula, charge and spin) is 75.77 kcal per mole. As for the structure (SMILES): C=CCO.C=NC. The LUMO energy is 0.97 eV. The total energy is -327.010602 a.u. Its HOMO energy is -0.36035 Eh.

---

Entry 4:
Here is a 2-piece molecular cluster, C5H4ClOP overall in a non-equilibrium geometry from the Open Molecules 2025 dataset. Energies are from ωB97M-V/def2-TZVPD.

Structure (XYZ):
```
12
Properties=species:S:1:pos:R:3:forces:R:3
C 0.01014 -1.39684 0.38127 -1.706 -1.844 0.554
C 1.41264 -1.11197 0.29807 0.176 1.046 0.330
C -0.79236 -0.79270 -0.50654 0.482 0.408 -1.548
C 1.64419 -0.22945 -0.68710 0.010 -0.114 -0.663
C -0.47356 1.92292 0.14901 -1.805 0.568 4.699
O -0.18538 1.51414 1.22228 -0.337 0.177 1.295
P 0.27981 0.16119 -1.73829 -0.090 -1.641 0.050
Cl -1.96334 2.76556 -0.09516 -0.117 0.152 -0.779
H -0.37924 -2.18642 1.06494 0.362 0.868 -0.319
H 2.05255 -1.38662 1.11153 0.587 -0.272 0.008
H -1.85350 -0.96068 -0.69007 0.330 0.007 0.263
H 0.24803 1.70087 -0.50995 2.108 0.645 -3.889
```
Forces are in eV/Å.

The relative energy (zero: lowest compared OMol25 entry of this formula, charge and spin) is 84.60 kcal per mole. As for the structure (SMILES): C1#P=CC=C1.O=CCl. The LUMO energy (spin up / spin down) is -2.07 / -1.06 eV. The total energy is -1069.498622 a.u. Its HOMO energy (spin up / spin down) is -0.34646 / -0.31193 Eh.

---

Entry 5:
Here is a 2-piece molecular cluster, C4H15N2O2 overall in a non-equilibrium geometry from the Open Molecules 2025 dataset. Energies are from ωB97M-V/def2-TZVPD.

Structure (XYZ):
```
23
Properties=species:S:1:pos:R:3:forces:R:3
N 1.17857 0.14898 -2.02058 -0.560 -0.526 0.453
C 0.17626 1.00101 -1.34157 0.168 0.770 0.174
C 0.79098 1.65972 -0.14565 0.820 -0.666 0.983
N 1.44457 0.61316 0.66578 -0.756 0.403 -0.826
C 0.52481 -0.19297 1.48203 1.564 -0.204 0.450
C 0.32548 -1.56563 0.86577 -0.497 0.267 0.324
O -0.60851 -1.51892 -0.21449 0.449 -0.423 0.018
H 1.57402 -0.46195 -1.29240 0.676 0.626 0.266
H 1.86880 0.69532 -2.53203 0.180 -0.331 0.012
H 0.68937 -0.51894 -2.59122 -0.184 -0.132 -0.999
H -0.25871 1.68264 -2.00697 -0.008 1.305 -1.337
H -0.65422 0.39672 -1.11777 -0.651 -1.060 0.801
H 1.59189 2.35774 -0.38437 -0.158 0.203 -0.431
H 0.04678 2.20159 0.43625 -0.276 0.118 -0.167
H 2.17510 1.05999 1.18152 0.239 -0.107 0.583
H 1.03768 -0.34739 2.43733 -0.202 -0.022 0.035
H -0.39755 0.33756 1.69361 -0.373 -0.031 -0.078
H 0.03647 -2.27947 1.63949 -0.251 -0.045 -0.119
H 1.26760 -1.91615 0.46708 0.346 -0.071 -0.084
H -1.45373 -1.78746 0.13484 -0.511 -0.018 -0.096
H -3.67351 0.04135 1.44088 -0.224 -0.318 -0.350
H -3.82106 -1.28308 0.64197 -0.247 0.116 0.198
O -3.86107 -0.32381 0.56048 0.458 0.147 0.189
```
Forces are in eV/Å.

The relative energy (zero: lowest compared OMol25 entry of this formula, charge and spin) is 36.67 kcal per mole. The charge is +1. The LUMO energy is -3.07 eV. The total energy is -421.135013 a.u. Its HOMO energy is -0.49134 Eh.

---

Entry 6:
Here is C5H3ClS in the gas phase in a non-equilibrium geometry from the Open Molecules 2025 dataset. Energies are from ωB97M-V/def2-TZVPD.

Structure (XYZ):
```
10
Properties=species:S:1:pos:R:3:forces:R:3
C -0.18163 0.78458 0.89681 -0.741 -1.249 2.343
C 0.01028 1.16509 -0.33297 -1.202 3.916 -3.665
C 0.13276 -0.02214 -1.21871 0.386 -2.459 -1.540
C 0.09812 -1.27263 -0.37817 0.439 5.043 5.600
C 0.04967 -0.63423 0.93747 -0.074 -3.553 -4.519
H -0.23138 2.19746 -0.79162 0.589 -1.873 0.889
H 0.54510 -2.23896 -0.46040 -0.243 -0.396 -0.794
H 0.19818 -1.16877 1.80900 0.111 -0.907 1.809
S 0.25763 -0.24087 -2.85030 -0.046 1.173 1.219
Cl -0.87874 1.43046 2.38889 0.780 0.304 -1.342
```
Forces are in eV/Å.

The relative energy (zero: lowest compared OMol25 entry of this formula, charge and spin) is 33.52 kcal per mole. As for the structure (SMILES): S=C1C=CC(Cl)=C1. The LUMO energy is -1.86 eV. The total energy is -1050.600518 a.u. Its HOMO energy is -0.33439 Eh.